(1)
Computed, not measured: a 14-piece molecular cluster, C7H40NO13 overall at a distorted geometry, with ωB97M-V/def2-TZVPD.

## Properties
ΔE to the lowest compared entry with this formula, charge and spin = 9.564 eV
LUMO level = -2.69 eV
Kohn-Sham gap = 9.12 eV
Highest occupied orbital energy = -11.804 eV
Multiplicity = 1
Charge = +1

Structure (XYZ):
```
61
Properties=species:S:1:pos:R:3:forces:R:3:mulliken_charge:R:1
H -2.49794 3.95005 -1.36071 1.5329 -3.1817 1.1174 0.293
O -0.51535 -0.67581 -3.11495 1.2500 -3.5981 0.5175 -0.419
H -1.74232 3.53501 0.80980 -0.8488 -0.6573 -1.9188 0.357
O 2.02774 -0.44132 -2.72059 -1.2124 -1.5591 -1.1797 -0.677
H -2.35401 0.86321 -1.62962 0.8422 2.9684 -1.5615 -0.055
C -1.96258 -0.66698 -0.43182 -1.2003 -1.6051 1.2696 0.401
H -3.77926 -0.33613 -1.62600 1.4424 1.1036 1.3796 0.237
H -1.49914 1.37310 -2.87150 -0.8265 -2.1667 -0.0259 0.325
H 1.38943 -0.91083 3.85498 -0.3707 -1.0776 -0.7631 0.257
C -0.45519 -0.35585 -0.25596 -1.1426 -1.7881 4.1181 1.939
H 1.01800 2.41766 -0.40042 2.5358 -2.4003 1.8870 0.428
H -2.70499 -2.91976 2.11993 -0.8661 -0.6598 0.6048 0.386
H -1.94487 -1.31854 2.34719 -0.4885 -0.0233 -0.8560 0.310
O -0.16599 1.62317 4.49999 -1.2523 0.0059 -0.0573 -0.611
H 0.21904 -4.39993 -0.16995 -0.3569 0.7982 -0.0812 0.345
H 0.56628 1.01855 4.51331 0.4571 -0.3878 0.1117 0.269
H 1.28627 4.33584 1.10637 0.6530 5.0542 -0.4515 0.253
H -0.93697 -0.31526 -3.85580 -0.9489 0.5772 -1.9443 0.266
H 1.78067 -0.28047 0.88669 0.2835 2.1388 0.3890 0.509
H 1.61016 -2.99416 0.39974 -2.0070 1.2574 -1.1741 0.269
H 1.06716 -1.63060 2.47012 -2.7736 -3.3957 -0.9459 0.243
H -1.58101 2.55538 -1.54980 -0.0160 1.1548 -0.2800 0.504
H 2.05518 -0.34554 -3.74200 -0.2170 -0.5176 2.7500 0.318
H -1.13503 3.69244 2.03721 2.0101 -3.6453 6.0702 0.320
H -0.18696 -3.10118 1.82956 -0.1613 -0.9062 -0.6582 0.259
O -0.19230 -3.53333 -0.41236 4.2446 -1.0094 0.8797 -0.597
H 2.34800 2.52686 0.54235 1.7796 1.0091 0.7380 0.459
H -0.52689 0.17722 2.00494 1.0501 -0.0356 -1.9119 -0.298
H 1.70324 1.09121 2.22762 -0.7988 -0.6619 -2.8008 0.230
H -0.15257 -1.60320 -3.38358 -1.2389 2.5845 0.5480 0.311
H 0.40676 3.43632 2.00527 -0.7132 0.7490 1.3929 0.161
H 2.30844 1.26035 -0.75790 -0.6479 1.7804 2.5117 0.423
O 2.11743 2.97052 -2.12935 3.5106 2.6500 -2.9418 -0.577
H 0.12197 1.62301 -2.81852 -1.2958 -0.5608 -0.1022 0.326
C 1.34457 0.75174 1.14439 2.9559 0.2631 0.9078 -1.008
O -1.44280 4.19319 1.40761 -2.4517 4.7506 -3.7758 -0.603
H 1.38001 -1.30282 -2.51459 2.8768 3.1873 -1.3423 0.113
N 1.86069 1.80813 0.10952 -3.1827 -3.9267 -5.1949 -0.154
C -0.08691 0.56118 0.99414 -3.3394 -0.2680 1.6045 1.653
H 0.85160 -3.15305 -1.68395 0.1338 0.5216 -0.2705 0.479
H -0.94991 1.09547 4.76655 0.7605 0.5119 -0.1802 0.331
O -0.11086 -3.37442 2.73872 -0.1613 0.5591 1.3947 -0.591
C -2.54151 -1.92357 0.33069 1.0118 3.4267 -0.8971 -0.955
O 1.01820 3.51748 1.31554 0.6418 -4.2079 0.2512 -0.552
H 2.57434 2.70385 -2.99789 -1.3935 -0.3876 1.5436 0.308
H 0.32287 -1.11597 -0.70038 -1.4253 0.1294 2.4312 -0.675
H -0.32246 0.08338 -1.09256 0.9257 4.7972 -5.4162 -0.147
C -2.48656 -1.99133 1.66010 0.9472 -0.5988 -0.4940 -1.132
C -2.79679 0.08805 -1.19048 -1.0031 -5.2347 1.0993 -1.041
H 2.67823 3.84926 -2.12704 -1.9624 -1.9238 0.7478 0.275
H -1.07110 -3.72606 -0.49824 -3.9497 -0.4534 -0.3585 0.223
H 2.93043 -3.62814 0.13590 0.3490 -0.0066 -0.0821 0.314
H 0.06755 -4.30528 2.91056 0.1132 0.2104 -0.7831 0.283
O -2.13806 3.05782 -0.92905 -1.5378 2.6800 -0.6164 -0.706
H 0.59219 -3.50754 -3.07859 0.8837 0.6494 -0.0758 0.312
O -0.78995 1.95478 -2.96525 2.4629 2.7568 -0.4689 -0.735
H -0.61228 1.57509 1.07095 0.4010 -1.2569 -1.1723 -0.905
O 1.17325 -2.88286 -2.57839 -1.2368 -1.8885 -0.0566 -0.722
O 2.33022 -3.36144 0.83427 1.8678 -1.1538 1.1770 -0.624
O 1.57505 -1.04489 2.91253 3.4019 3.6861 2.8170 -0.555
H -3.04235 -2.54309 -0.39930 -0.2975 -0.8168 0.5795 0.651
```
Forces are in eV/Å.



(2)
Computed, not measured: a 13-piece molecular cluster, C7H41NO12 overall at a distorted geometry, with ωB97M-V/def2-TZVPD.

## Properties
ΔE to the lowest compared entry with this formula, charge and spin = 1.003 eV
LUMO level = 0.19 eV
Kohn-Sham gap = 9.77 eV
Highest occupied orbital energy = -9.576 eV
Multiplicity = 1

Structure (XYZ):
```
61
Properties=species:S:1:pos:R:3:forces:R:3:mulliken_charge:R:1
H -2.23405 -0.39461 -0.67971 0.2768 0.4783 -0.2934 0.058
H 2.88500 -0.43188 -1.12450 0.5507 0.3769 -1.1804 0.341
H -0.04875 0.26131 -0.41639 -0.2969 0.3429 0.0415 -0.271
H 0.81428 -0.75285 2.49000 0.0210 0.1818 -0.1082 0.321
H 2.51404 0.86737 2.74344 0.3736 0.5056 -0.4967 0.299
H -2.43123 -3.13659 -2.26060 0.7550 0.1468 0.0711 0.355
H 2.47257 -1.75088 0.75670 0.2488 -0.5864 0.1379 0.349
O -1.89158 0.51509 3.59761 -1.1827 1.0587 0.6744 -0.792
H 0.28801 1.88053 1.40170 0.1647 0.1843 0.0435 -0.036
H -2.58840 1.02537 -1.59903 -0.6331 1.1541 -0.0981 0.599
H 0.19922 2.42533 -3.82754 0.6970 -0.2307 -0.1013 0.488
O 2.06370 0.24181 3.29784 -0.2064 -0.2425 0.5758 -0.820
H -3.01774 -1.70900 3.51636 0.0032 0.0294 -0.0213 0.378
H -2.71113 0.83001 3.11252 0.8559 -0.2042 0.4391 0.465
H -1.71315 2.37819 0.05379 0.5620 -0.4533 -0.1372 0.443
H 2.53108 -2.84555 2.85791 -0.3916 -0.8996 0.3074 0.309
C -0.72001 2.22677 -0.43155 0.0140 0.9560 -0.0794 -0.771
H -1.11296 2.44219 -3.15024 -0.3403 0.0157 0.1245 0.198
H 2.99308 -1.84056 -2.46081 0.2767 -0.3741 0.1326 0.416
H 0.60059 0.93559 -2.36907 0.3693 0.0403 -0.5878 0.169
C 1.78905 2.42122 -0.07435 0.4840 0.7688 1.1660 -0.996
H -1.25757 0.20109 -3.53732 0.0788 0.0484 0.2131 0.186
H -2.63618 -0.76347 -3.23025 0.4365 -0.0423 0.6362 0.498
N -0.54255 0.90440 -1.04012 -0.7070 -0.3160 -0.0164 0.812
O 3.33491 -0.21992 -1.99491 -1.0257 0.3187 0.2253 -0.887
C 0.40033 2.56210 0.54792 -0.1385 0.1176 0.1327 -0.206
H 2.73754 -1.35412 2.91028 0.1900 -0.0411 -0.0878 0.357
H 0.59188 -1.33289 1.08630 -0.2660 0.1405 0.3902 0.180
O 0.10839 -1.05560 1.90016 -0.6233 -0.2993 -0.3437 -0.336
O -3.16875 -1.78948 2.56606 0.4894 -0.3367 -0.1686 -0.734
H -2.26316 -1.83402 2.20223 -0.3610 -0.0355 0.0901 0.261
H 0.22049 -1.49270 -2.17588 -0.7172 0.1004 -0.2723 -0.347
H 0.24902 3.59085 0.91582 -0.0186 -0.3887 -0.0924 0.445
C -1.83697 0.29748 -1.45847 1.0470 -1.9694 -0.1114 -0.680
O 1.95590 -1.50941 -0.02888 -0.7370 0.7027 -0.0821 -0.632
C -1.44430 -2.82960 -1.84444 0.4141 -0.6182 -1.0111 -1.431
H 2.59261 2.89349 0.53556 -0.6352 -0.2320 -0.0689 0.364
H -0.67909 2.98243 -1.24303 -0.0788 -0.2887 0.2663 0.259
H 2.06945 1.39148 -0.15131 0.1502 -0.6560 -0.3858 0.032
H -1.38148 0.04757 2.95777 0.7660 -0.7118 -1.1035 0.263
O -4.10789 0.70997 2.10589 -0.6199 0.1181 0.3244 -0.681
H -3.89577 -0.24387 2.20253 -0.1833 -0.0484 -0.2070 0.435
H 3.53216 -3.31996 -2.29775 -0.4031 0.4160 -0.0651 0.267
H -0.47986 -2.10023 -3.66093 -0.3108 0.1651 0.3745 0.402
H 0.19493 1.90560 5.44350 -0.0788 -0.0209 -0.2638 0.285
H 0.97985 0.27752 -3.78965 0.3918 1.3291 1.1273 0.385
O 0.22993 1.88244 4.47845 0.4903 -0.0050 0.1861 -0.690
O 2.71940 -2.78927 -2.33884 0.1234 -0.2397 -0.1007 -0.708
C -0.76234 -1.71371 -2.66241 0.2239 -0.4693 0.3315 0.461
O -0.66234 2.83324 -3.89834 -0.5965 0.4783 -0.2118 -0.679
H -0.60697 1.47829 4.16923 -0.3683 0.0385 0.1477 0.484
O 1.24473 1.01669 -3.16327 -0.7428 -1.4208 -0.6202 -0.914
C -1.65508 -0.48492 -2.77799 -0.3433 0.3785 -0.5531 -0.676
H -4.96500 0.82796 2.55430 0.5096 -0.0185 -0.3424 0.283
H 1.86811 2.91846 -1.02476 -0.1357 -0.0001 -0.6250 0.342
H 2.66260 0.32097 -2.51854 0.8236 -0.5022 0.8589 0.525
H -1.62374 -2.53753 -0.82970 -0.0428 0.2838 0.6745 0.242
H 1.40782 0.78056 3.79678 0.0120 0.2086 0.2281 0.359
O 2.95598 -2.14726 2.38412 0.5259 0.7494 -0.0592 -0.719
H -0.74806 -3.69017 -1.81818 -0.5854 0.1915 0.0209 0.399
H 1.97950 -2.20339 -0.70602 0.4448 -0.3734 -0.0455 0.290
```
Forces are in eV/Å.



(3)
Computed, not measured: a 15-piece molecular cluster, C7H45NO15 overall, with ωB97M-V/def2-TZVPD.

## Properties
LUMO level = 0.25 eV
Kohn-Sham gap = 8.69 eV
Highest occupied orbital energy = -8.437 eV
Multiplicity = 1

Structure (XYZ):
```
68
Properties=species:S:1:pos:R:3:forces:R:3:mulliken_charge:R:1
H -3.02424 -3.85497 -2.99954 0.0762 0.0353 0.0885 0.356
H -1.83075 2.36460 -1.73274 -0.1625 -0.1088 -0.1595 0.273
H 0.83253 -2.55998 -5.40101 -0.0847 -0.0735 -0.0072 0.264
H 2.53769 0.13074 5.52423 0.0149 -0.0967 -0.0429 0.262
O -4.75124 -4.47806 -0.62656 -0.0643 -0.1151 -0.1345 -0.623
H -1.72282 0.01807 4.34189 -0.0362 0.1736 0.0194 0.331
N -1.39575 -1.33483 0.24516 0.1789 -0.0726 0.0806 -0.503
H -0.41883 7.68869 -0.06008 0.0411 -0.0444 0.0288 0.312
C -1.21226 -0.11094 -2.72933 -0.3276 -0.0478 -0.6708 -0.044
O -0.97574 0.35205 3.83030 0.1579 0.0231 0.0038 -0.617
C -0.21702 3.62734 -1.12546 -0.6272 -0.3353 -0.3123 -1.065
H 0.75021 3.89004 -1.54375 0.1388 0.2348 0.1595 0.357
O -0.54064 6.78005 0.23562 -0.1015 0.1488 -0.0308 -0.636
O -0.16753 -1.05297 -2.51604 -0.1018 0.3779 0.3162 -0.179
H 1.53252 0.74979 4.56822 0.1055 0.0208 0.0097 0.323
H 4.02949 0.90515 2.48666 -0.1200 -0.0481 0.2092 0.364
O 1.82300 -0.10086 4.92134 -0.0440 0.1260 -0.1472 -0.652
H 1.55757 -1.28351 -1.48668 0.0800 0.0215 -0.0908 0.319
H 4.01543 4.91323 2.37854 0.0152 -0.0321 0.0388 0.306
H 4.37798 -2.38225 3.90303 0.0784 0.0596 -0.0003 0.308
O -3.59120 1.13533 5.10770 -0.0724 0.0268 -0.0177 -0.644
H 0.61134 -1.18759 0.75192 0.0005 -0.2055 0.0461 0.121
H 6.32533 -1.19895 6.08177 -0.0514 -0.0780 0.0059 0.286
H 3.29444 3.77176 3.09490 0.0818 -0.0755 0.0068 0.324
C 0.57076 -0.85118 -1.30714 0.4655 -0.3813 -0.1644 -0.407
H -1.83161 1.20890 -4.27283 -0.0689 0.0185 -0.0751 0.396
H 5.33579 -0.67557 5.04182 0.1002 -0.0285 -0.1710 0.331
H -0.06816 2.87447 -4.09284 0.3167 0.0569 -0.0353 0.408
H -4.87985 -5.41357 -0.43843 0.0383 0.0541 0.0193 0.305
H -1.60402 -0.37654 0.48912 -0.0695 -0.0398 -0.0612 0.193
H -1.48735 6.62728 0.14422 0.0425 -0.0117 0.0431 0.311
H -3.33136 1.91532 5.60900 0.0464 -0.0666 -0.0189 0.319
H -0.08505 2.93882 -0.29263 0.2492 -0.1354 -0.0119 0.246
H -1.63511 3.80790 -2.70348 -0.1608 -0.1238 -0.3233 0.454
H -5.52630 -4.22837 -1.14424 -0.0398 0.1075 0.0399 0.336
H 0.73783 0.21492 -1.13900 -0.2547 0.1383 0.0635 0.127
C -1.09353 2.99125 -2.23145 0.5232 0.3515 0.7536 -0.309
H 4.98630 2.04895 2.84294 -0.1286 0.1218 0.1311 0.313
C 0.00790 -1.55259 -0.07881 -0.5077 0.2997 0.0974 -0.313
H 5.24397 -2.51670 2.66367 -0.0018 0.0582 0.0660 0.257
O 4.17008 4.13772 2.92836 -0.0208 0.1610 -0.1049 -0.624
H -0.25050 -4.07019 -3.52136 0.1501 0.0368 -0.0695 0.352
H -2.42294 -2.46211 -3.04647 -0.0017 -0.1163 0.0028 0.359
H 0.72100 1.97407 -2.79940 0.1161 -0.0132 0.0213 0.395
H -2.07097 -0.67494 -3.08914 -0.1273 -0.0297 0.0108 0.083
H -2.02518 -1.68787 -0.46239 -0.0369 0.1173 0.0163 0.252
O 5.63881 -1.48722 5.47169 -0.0462 0.2335 0.1082 -0.636
O -6.23501 -3.09246 -3.13359 0.0273 -0.1888 0.0498 -0.650
C -0.24460 2.21797 -3.24162 -0.3954 -0.2233 -0.2218 -0.938
H 0.15542 -1.82388 -4.22922 0.0410 -0.2437 0.2574 0.401
H -0.24874 0.51388 -4.55649 -0.0252 -0.1612 -0.0703 0.239
H 2.41143 -0.73651 2.65291 0.0246 -0.0129 0.0056 0.328
H -5.28216 -3.25984 -3.12967 0.0847 0.2992 -0.0582 0.365
O -3.23407 -2.94377 -3.24206 0.0062 -0.2243 -0.0226 -0.649
H -0.70894 4.50692 -0.72558 0.2027 0.1904 0.0563 0.198
H 3.25920 -0.85734 1.40558 -0.1076 -0.2135 0.1381 0.262
O 2.47059 -0.41650 1.74200 0.2202 0.3435 -0.0074 -0.716
O 4.44335 -2.09006 2.98587 -0.0407 -0.2172 -0.1547 -0.548
H 0.14620 -2.62883 -0.15959 0.1301 -0.0882 -0.1396 0.350
H -3.82814 1.47510 4.23783 0.0276 -0.0495 0.0225 0.325
H -0.21475 -0.15137 4.14006 -0.1483 -0.1869 -0.0013 0.330
O -0.27487 -4.74871 -2.82884 -0.0934 -0.0074 0.0132 -0.614
O 4.49047 1.31866 3.23203 0.0759 -0.1500 -0.0772 -0.583
H -6.35861 -2.46446 -3.85155 -0.0024 -0.0297 0.0642 0.283
H 0.64028 -5.03092 -2.73979 -0.0738 0.0080 0.0231 0.261
O 0.10086 -2.62416 -4.77902 0.0884 0.1759 -0.1734 -0.703
H -1.53559 0.37228 -1.81397 0.1525 -0.0938 0.2858 0.249
C -0.89235 0.93932 -3.78655 0.0467 0.3495 0.2729 -0.886
```
Forces are in eV/Å.



For the records above, the corresponding DFT total energy values read -1323.03923 -1248.98942 -1477.02309 Ha.